1.
7 unconnected molecules or ions with the total composition C66H144ClN6 in a non-equilibrium geometry, computed with ωB97M-V/def2-TZVPD.

Calculated values
**Net charge**: +5
**Lowest unoccupied orbital energy**: -8.43 eV

Geometry as XYZ:
```
217
C66H144ClN6 (ωB97M-V/def2-TZVPD)
H -0.66 0.67 3.63
H -1.27 6.18 -6.56
H -2.25 -5.92 -4.05
H -4.69 -3.76 3.06
H -0.65 4.86 -3.78
H 2.59 -7.57 2.22
C -3.70 2.63 -0.56
C 5.37 2.01 5.36
N 2.56 1.59 0.63
C 1.92 -6.81 1.81
C 1.94 -0.67 5.95
H -1.22 -5.15 4.05
H -1.56 -1.00 -7.11
C -1.18 -4.06 -3.69
H 4.49 -3.57 -1.32
H 3.81 -5.58 -2.83
N -2.55 -4.20 2.59
C 3.08 5.76 2.26
H 4.60 2.74 5.62
C 3.01 3.05 0.86
C 1.96 -4.66 -3.49
C -0.09 -4.13 -5.90
C -6.78 2.74 -0.50
H 6.20 2.00 6.06
C -1.85 -2.81 2.91
H -5.53 -0.02 -4.89
H 4.00 0.49 7.30
H 1.61 3.96 -5.71
C -3.48 -3.21 4.75
C -4.65 1.45 -0.14
H -0.28 3.27 -0.34
H 1.29 -5.06 -2.73
H 1.44 -0.02 1.59
H -0.81 -4.04 -2.66
H -1.86 -4.25 0.53
H 2.44 0.95 2.68
H 1.49 5.55 -2.71
C 1.53 7.45 -1.59
C 1.47 6.63 -2.89
N 0.12 6.32 -5.03
H -3.53 2.58 -1.64
H -3.34 -2.71 -1.27
H -0.76 -3.70 -6.64
H 4.08 0.19 1.38
H -4.39 -0.37 -2.47
H 5.49 -0.09 4.70
H -4.80 1.55 0.94
C -8.28 2.52 -0.54
H 4.58 1.07 -0.08
H 1.06 -2.71 -2.89
H 1.97 -5.15 -4.46
H -0.66 9.10 -5.79
H 0.93 -4.12 -6.29
H 1.24 -0.66 6.78
H 0.96 -2.43 5.24
H 2.08 3.64 0.85
C -0.30 -5.52 2.20
H 1.10 7.87 -7.79
H -4.09 3.58 -0.20
C -1.27 -5.45 -4.10
H 1.71 -7.27 0.84
C -1.56 -5.36 3.04
C 4.30 4.82 2.04
H 3.05 -1.25 3.50
H -0.26 2.09 -5.78
H -0.69 7.01 -3.26
H 1.00 2.99 2.58
C -1.09 6.93 -5.79
C 1.47 -1.55 4.83
C -3.97 -3.57 0.52
H -3.68 -4.36 -1.53
C -0.09 1.60 3.71
H -3.13 -5.40 1.09
H -3.54 -3.65 5.74
H 0.82 1.05 -0.49
H 0.86 -0.45 -5.51
H -5.64 1.89 -2.85
H 5.46 -5.15 8.62
H 1.96 -2.70 -4.41
H 6.10 -4.28 10.08
H 3.90 -1.06 -1.22
C 3.71 -2.31 5.26
H 3.67 -3.33 5.64
C -1.32 3.56 -0.38
H 2.43 5.53 3.10
H -7.09 0.96 -2.66
H -6.98 -0.56 -0.33
C -0.85 -0.27 -6.72
H -1.49 -5.67 -6.30
C -0.21 4.87 -4.77
H 1.20 5.81 -6.81
C 4.77 0.58 5.17
H 5.03 -5.43 10.32
H 1.51 2.49 -1.17
H -0.89 2.30 3.96
H -4.83 -4.08 0.96
C -4.06 -3.49 -1.00
C 0.29 7.08 -3.74
H 3.25 -4.64 -0.73
C 4.47 -0.12 6.53
H -1.29 -2.96 4.96
H -0.96 4.51 -5.48
H -6.70 0.58 1.03
H 2.33 6.54 -5.64
C 3.42 -4.56 -2.85
H 3.50 3.24 -0.10
H 5.07 5.00 2.78
H 5.76 2.29 4.38
H 0.57 1.45 4.56
H -1.41 2.64 -3.86
N -0.09 -3.32 -4.56
H 2.37 -1.07 -0.28
H 2.47 -2.81 7.43
H 5.20 -2.98 7.35
C 1.77 1.53 -0.73
H 0.33 8.13 -4.06
H 4.03 -3.04 10.17
C 2.48 0.46 -1.61
C 1.32 6.57 -6.04
H 0.05 -6.26 -5.59
H 0.86 -1.77 -6.53
H 4.76 -2.18 5.01
H 2.60 -3.01 3.55
H -0.56 -5.94 -3.45
H -6.68 -1.18 -4.30
H -1.59 -1.97 -5.19
C -6.99 0.49 -0.01
C 5.22 -4.66 9.56
H 0.89 -0.97 4.11
H 2.76 -3.12 -1.26
H 3.24 0.80 -2.31
H 5.33 -0.70 6.87
H -5.02 -1.62 -4.37
H -8.81 2.71 -1.47
H 4.92 5.10 1.19
H -4.23 -2.42 4.70
H 1.54 8.72 -6.32
C -6.07 1.05 -2.30
C -8.39 1.03 -0.23
H -4.26 0.46 -0.37
H -8.68 3.08 0.30
Cl -0.62 -1.58 -0.54
C -5.47 -0.33 -2.62
H -4.08 -2.62 1.04
C 0.38 2.37 -4.95
H -5.08 -3.26 -1.31
H -0.55 0.49 -7.43
H -1.14 8.40 -7.32
C 0.66 -6.69 2.68
C 0.17 -1.17 -5.94
H 0.91 -6.48 3.72
H -0.09 2.02 1.59
C -0.71 -5.48 -5.56
H -1.80 1.50 -0.46
C 3.98 3.26 2.02
C 1.74 1.00 1.84
H -0.57 -5.73 1.16
C 0.63 1.98 2.41
C 3.75 0.55 0.41
H -0.04 2.34 -2.77
H 2.40 5.99 1.44
C 3.18 -2.04 7.70
H 2.76 -1.38 8.46
C 3.48 -3.91 -1.51
C -5.68 -0.78 -4.13
H -1.27 0.38 -5.95
H -6.56 2.98 0.53
H 2.40 7.29 -0.95
H -1.93 7.02 -5.11
N 3.33 -1.24 6.36
H -9.13 0.86 0.56
H -1.42 4.45 0.25
H 2.37 6.80 -3.48
H 2.42 -5.85 1.70
H 1.28 1.75 -4.83
N -6.07 1.39 -0.78
C 3.18 -0.45 -0.65
C -2.77 -4.37 1.12
H -0.80 -2.67 2.64
H 0.29 -4.60 2.27
H 3.17 -4.10 9.10
C 4.15 -3.65 9.27
H 3.89 0.70 4.53
C 1.28 -3.28 -3.79
H 4.08 -4.09 -3.59
H -4.00 -5.13 3.89
C 0.97 3.81 -4.84
H 5.18 -1.97 8.64
C -0.57 -1.86 -4.82
C -3.77 -4.13 3.52
C -2.14 -2.59 4.39
H -2.47 -2.11 2.35
C -2.25 2.42 -0.08
H 1.47 8.50 -1.86
C -0.55 8.22 -6.43
H 3.54 6.74 2.40
H -6.38 3.43 -1.24
H 1.66 -0.04 -2.13
H -5.92 -1.08 -1.97
H 1.73 3.84 -4.05
H -8.84 0.64 -1.13
C 0.91 7.92 -6.72
H -2.00 -1.56 4.72
C -0.48 2.08 -3.73
H -2.09 -6.31 2.99
H -0.57 -1.36 -3.86
C 2.70 -2.08 4.11
H -2.27 2.35 1.01
H -1.40 3.84 -1.43
H 3.57 2.86 2.95
H -2.13 -3.53 -3.73
H 4.84 2.59 1.89
H 2.10 0.33 5.53
H 0.60 7.30 -1.05
C 4.52 -2.70 8.16
H -0.74 1.02 -3.68
H 0.10 -7.62 2.70
```

2.
2 unconnected molecules or ions with the total composition C2H3BrINO2 in a non-equilibrium geometry, computed with ωB97M-V/def2-TZVPD.

Calculated values
**Lowest unoccupied orbital energy (spin up / spin down)**: -1.14 / -1.14 eV

Geometry as XYZ:
```
10
C2H3BrINO2 (ωB97M-V/def2-TZVPD)
C -1.22 -0.72 -0.02
I -2.05 0.29 -1.58
O 0.95 1.91 0.74
Br 1.50 -0.68 1.90
H -1.66 -0.32 1.03
H 1.23 -0.89 -0.63
C 0.96 -0.27 0.16
H -1.23 -1.73 -0.21
O 0.63 1.35 -1.30
N 0.87 1.06 -0.11
```

3.
6 unconnected molecules or ions with the total composition C5H21NO6S in a non-equilibrium geometry, computed with ωB97M-V/def2-TZVPD.

Calculated values
**Spin multiplicity**: 2
**Net charge**: +1
**Lowest unoccupied orbital energy (spin up / spin down)**: -3.04 / -8.32 eV

Geometry as XYZ:
```
34
C5H21NO6S (ωB97M-V/def2-TZVPD)
H 1.41 -2.43 -1.05
H 0.23 0.22 -1.00
H 3.03 2.43 -1.48
H -2.57 -2.62 0.92
H -0.91 2.88 0.20
H 3.65 1.77 -0.12
H 1.14 -0.94 2.12
H 2.45 -0.17 -0.56
C -0.76 0.01 -1.41
H -0.10 3.95 2.54
O 1.01 -3.29 -1.26
H 2.74 -1.21 0.40
O -1.62 2.99 -0.46
H -1.11 1.01 -1.73
H -1.00 -2.23 -2.39
H 0.30 2.51 2.17
O 1.99 -0.91 -0.10
S -0.66 -1.02 -2.84
O 3.36 1.67 -1.03
H -2.47 -1.28 -0.78
H -1.18 0.79 1.75
H -2.47 0.28 -0.12
C -2.08 -1.96 1.64
H 1.20 -3.78 -0.48
H -1.79 3.93 -0.35
H -0.22 -1.63 0.43
C 0.72 0.07 2.04
N -0.60 -0.03 1.70
O -0.17 3.31 1.83
H -1.68 -2.52 2.49
O 1.27 1.09 2.42
H -2.89 -1.39 2.10
C -1.78 -0.52 -0.39
C -1.10 -1.14 0.84
```

4.
C7H11N3O4 in the gas phase in a non-equilibrium geometry, computed with ωB97M-V/def2-TZVPD.

Calculated values
**Lowest unoccupied orbital energy**: 0.57 eV

Geometry as XYZ:
```
25
C7H11N3O4 (ωB97M-V/def2-TZVPD)
H -1.26 1.87 0.90
H 2.65 2.30 -1.08
O 1.34 2.14 0.92
C 1.17 1.02 0.55
C -2.05 -1.01 -0.78
N 2.19 0.39 -0.34
C -1.07 1.01 1.62
H -0.59 1.38 2.46
H -3.03 -1.55 -0.97
C 2.97 -0.67 0.12
C -0.23 -1.03 0.63
H -1.68 -2.34 0.80
O 0.72 -3.12 0.06
H -1.78 0.36 1.88
H -2.51 0.02 -0.63
H 3.96 1.52 -0.26
H -1.38 -1.17 -1.70
H 1.57 -3.46 -0.11
O 4.15 -0.76 -0.03
C 3.09 1.39 -0.93
C 0.85 -1.83 0.42
N -1.58 -1.36 0.51
O 2.23 -1.64 0.76
N 0.09 0.35 0.93
H 3.14 1.00 -1.98
```

5.
C4H7N3O in the gas phase in a non-equilibrium geometry, computed with ωB97M-V/def2-TZVPD.

Calculated values
**Lowest unoccupied orbital energy**: 0.51 eV

Geometry as XYZ:
```
15
C4H7N3O (ωB97M-V/def2-TZVPD)
H 0.95 -1.36 -1.33
C -1.32 0.82 -0.37
H 2.21 -1.63 -0.23
H -2.06 1.30 -1.00
H 2.36 -0.23 1.55
H 1.66 1.83 -1.31
C -1.61 -0.17 0.52
N 1.63 0.41 1.25
N 1.28 -1.25 -0.37
C 1.01 -0.05 0.22
H -2.96 -1.28 1.30
H -1.06 -0.41 1.42
O -2.85 -0.74 0.50
N 0.66 1.76 -1.51
C 0.08 1.01 -0.65
```

6.
2 unconnected molecules or ions with the total composition C9H14 in a non-equilibrium geometry, computed with ωB97M-V/def2-TZVPD.

Calculated values
**Spin multiplicity**: 2
**Net charge**: +1
**Lowest unoccupied orbital energy (spin up / spin down)**: -4.55 / -8.45 eV

Geometry as XYZ:
```
23
C9H14 (ωB97M-V/def2-TZVPD)
H 1.17 -1.35 -1.43
H -1.13 2.56 -0.21
C -1.00 -1.03 -1.42
H 0.08 1.45 -0.93
C -2.13 -0.97 -0.63
H -0.62 -1.84 2.37
H 1.83 -3.07 1.40
H 0.81 3.79 -1.52
H -3.14 -0.68 -0.87
H -1.14 -0.91 -2.49
C -1.95 -1.22 0.73
C 0.24 -1.35 -0.87
C 0.95 3.39 -0.51
C -0.07 2.29 -0.24
C 0.41 -1.68 0.54
C 1.79 -2.06 1.00
C -0.69 -1.68 1.30
H 2.09 -1.42 1.83
H 1.95 2.97 -0.56
H 2.52 -1.96 0.20
H 0.03 1.83 0.76
H 0.81 4.22 0.17
H -2.82 -1.30 1.37
```

Which ΔE to the lowest compared entry with this formula, charge and spin belongs to each record? In order, 0.0 214.3 0.0 228.5 228.6 57.7 kJ/mol.